{
  "formula": "C2H6BaFNO4PS2",
  "method": "wB97M-V/def2-TZVPD",
  "gap_ev": 5.63,
  "total_charge": 1,
  "homo_energy_ev": -11.97,
  "symbols": ["C", "P", "C", "S", "O", "O", "N", "S", "O", "O", "F", "H", "H", "H", "H", "H", "H", "Ba"],
  "coordinates": [[0.1702, -1.8497, 0.8669], [-0.4197, -0.0535, 1.1363], [-2.1569, 0.2755, 0.4146], [1.0436, 1.3695, 0.4690], [0.4214, 2.7695, 0.2377], [2.0540, 1.5458, 1.6690], [2.0372, 0.7997, -0.8790], [1.1223, 0.7484, -2.3659], [1.6514, 1.7943, -3.4121], [-0.3937, 1.0303, -2.1751], [1.3638, -0.8464, -3.0350], [-0.1396, -2.4537, 1.8468], [1.3622, -1.8119, 0.8330], [-0.2627, -2.3084, -0.1189], [-2.9852, 0.1280, 1.2615], [-2.2126, 1.3754, -0.0045], [-2.4069, -0.4877, -0.4605], [-0.2486, -2.0251, 3.7162]],
  "forces_ev_per_angstrom": [[0.87, 0.23, -1.23], [-1.92, -0.96, 1.26], [-1.29, -0.50, -0.80], [5.14, 6.94, 0.16], [0.66, -5.49, 0.44], [-3.53, -2.39, -3.70], [-3.15, -0.40, 0.09], [-2.05, 5.69, -2.90], [-1.08, -5.16, 4.17], [4.68, -2.56, 0.22], [-0.42, 2.76, 1.68], [0.62, 0.04, -5.00], [-2.41, -0.22, 0.00], [0.89, 0.43, 2.11], [1.98, 0.42, -1.74], [0.35, -2.21, 0.86], [0.67, 1.77, 1.74], [0.00, 1.60, 2.64]],
  "lowdin_charge": [-0.428, 0.653, -0.312, 0.465, -0.373, -0.451, -0.343, 0.768, -0.341, -0.408, -0.288, -0.236, 0.106, 0.104, 0.061, 0.087, 0.082, 1.854]
}

***

{
  "formula": "C2H4N4",
  "method": "wB97M-V/def2-TZVPD",
  "de_lowest_kcal_mol": 154.0,
  "gap_ev": [7.58, 7.76],
  "total_charge": 0,
  "homo_energy_ev": [-7.13, -7.46],
  "symbols": ["C", "C", "N", "N", "N", "N", "H", "H", "H", "H"],
  "coordinates": [[-1.0352, -0.6942, 0.3312], [-0.8529, 0.4192, -0.4486], [-1.3859, 2.1036, -2.1288], [-1.0800, 1.2162, -1.3364], [0.2350, -0.8057, 0.8459], [1.0905, -0.0614, 0.1437], [-1.7639, -1.1664, 0.8470], [-0.6653, 2.7232, -2.5982], [0.5629, -1.3363, 1.6128], [2.0687, -0.0645, 0.4589]],
  "forces_ev_per_angstrom": [[5.20, 0.74, 1.22], [-2.78, 3.37, -4.26], [-0.74, 1.52, -1.27], [1.39, -2.03, 2.43], [0.27, 0.37, -1.79], [0.44, -0.06, 0.37], [-2.72, -1.03, 0.87], [-0.19, -1.61, 1.17], [-0.15, -0.91, 0.79], [-0.72, -0.38, 0.47]],
  "nbo_charge": [-0.168, 0.217, -0.506, -0.009, -0.246, -0.599, 0.225, 0.349, 0.395, 0.343]
}

***

Number 1: total energy -46206.7462 eV. Number 2: total energy -8092.6362 eV.